1.
{"formula": "C52H43AgN6O2S4", "method": "the ωB97M-V functional and the def2-TZVPD basis", "symbols": ["Ag", "C", "C", "C", "C", "C", "C", "C", "S", "O", "O", "N", "C", "C", "C", "C", "C", "C", "C", "C", "N", "C", "H", "H", "H", "H", "H", "H", "H", "H", "H", "H", "H", "H", "H", "N", "S", "N", "S", "N", "S", "N", "C", "C", "C", "C", "C", "C", "C", "C", "C", "C", "C", "C", "C", "C", "C", "C", "C", "C", "C", "C", "C", "C", "C", "C", "C", "C", "C", "C", "C", "C", "C", "C", "C", "C", "C", "C", "H", "H", "H", "H", "H", "H", "H", "H", "H", "H", "H", "H", "H", "H", "H", "H", "H", "H", "H", "H", "H", "H", "H", "H", "H", "H", "H", "H", "H", "H"], "coordinates": [[0.452, 0.310, -0.448], [7.403, -2.944, -1.730], [6.176, -2.135, -2.033], [5.261, -1.828, -1.025], [4.110, -1.115, -1.298], [3.862, -0.684, -2.599], [4.756, -0.973, -3.610], [5.907, -1.696, -3.320], [2.351, 0.198, -2.911], [2.377, 1.344, -2.005], [2.326, 0.483, -4.329], [1.215, -0.729, -2.365], [0.717, -1.831, -3.007], [1.195, -2.370, -4.184], [0.627, -3.532, -4.742], [-0.418, -4.175, -4.148], [-0.946, -3.652, -2.940], [-2.031, -4.258, -2.267], [-2.512, -3.709, -1.116], [-1.896, -2.535, -0.632], [-0.888, -1.954, -1.221], [-0.394, -2.489, -2.367], [7.763, -2.747, -0.719], [8.210, -2.719, -2.427], [7.199, -4.014, -1.799], [5.452, -2.158, -0.010], [3.396, -0.898, -0.514], [4.552, -0.630, -4.614], [6.609, -1.918, -4.116], [2.007, -1.880, -4.700], [1.037, -3.913, -5.670], [-0.853, -5.067, -4.578], [-2.472, -5.158, -2.680], [-3.340, -4.151, -0.580], [-2.260, -2.064, 0.276], [1.106, -0.552, 1.618], [1.489, 0.355, 2.675], [1.715, 1.979, 2.324], [0.786, 3.165, 2.590], [-0.706, 3.221, 2.253], [-1.438, 2.799, 0.802], [-1.427, 1.435, 0.309], [-0.833, 4.093, -0.286], [0.203, 3.744, -1.137], [0.716, 4.690, -2.012], [0.179, 5.967, -2.044], [-0.869, 6.304, -1.197], [-1.380, 5.370, -0.311], [-3.078, 3.379, 1.243], [-3.365, 4.292, 2.249], [-4.686, 4.641, 2.487], [-5.706, 4.083, 1.728], [-5.410, 3.169, 0.729], [-4.092, 2.811, 0.484], [1.736, 4.490, 1.865], [2.884, 4.219, 1.136], [3.610, 5.287, 0.623], [3.189, 6.588, 0.849], [2.030, 6.839, 1.574], [1.291, 5.787, 2.082], [0.728, 3.622, 4.321], [1.939, 3.853, 4.963], [1.937, 4.156, 6.313], [0.732, 4.230, 7.004], [-0.467, 4.007, 6.347], [-0.478, 3.697, 4.994], [0.399, 0.399, 4.102], [-0.951, 0.281, 3.792], [-1.874, 0.273, 4.828], [-1.444, 0.354, 6.146], [-0.093, 0.458, 6.441], [0.840, 0.488, 5.415], [3.090, 0.036, 3.418], [3.384, -1.316, 3.544], [4.598, -1.704, 4.088], [5.516, -0.744, 4.488], [5.223, 0.604, 4.341], [4.006, 1.000, 3.804], [0.630, 2.747, -1.137], [1.522, 4.399, -2.671], [0.567, 6.700, -2.738], [-1.294, 7.299, -1.223], [-2.199, 5.637, 0.343], [-2.568, 4.720, 2.839], [-4.920, 5.349, 3.271], [-6.734, 4.360, 1.920], [-6.205, 2.728, 0.144], [-3.835, 2.082, -0.272], [3.181, 3.198, 0.956], [4.500, 5.095, 0.041], [3.761, 7.415, 0.452], [1.697, 7.856, 1.732], [0.382, 5.970, 2.641], [2.871, 3.816, 4.416], [2.870, 4.343, 6.825], [0.733, 4.466, 8.059], [-1.400, 4.061, 6.889], [-1.399, 3.502, 4.469], [-1.255, 0.187, 2.756], [-2.928, 0.186, 4.603], [-2.168, 0.325, 6.950], [0.237, 0.513, 7.469], [1.896, 0.565, 5.638], [2.667, -2.048, 3.196], [4.833, -2.755, 4.188], [6.469, -1.046, 4.901], [5.948, 1.353, 4.633], [3.785, 2.047, 3.663]], "atomic_forces_ev_per_a": [[-0.5, -0.5, 0.0], [0.1, 0.0, 0.0], [-0.1, 0.0, 0.0], [0.0, 0.0, 0.0], [0.0, 0.0, 0.0], [0.0, -0.1, 0.2], [0.0, 0.0, 0.0], [0.0, 0.0, -0.1], [0.2, 0.2, 0.1], [0.1, 0.1, -0.1], [0.0, 0.0, 0.0], [-0.2, 0.3, 0.1], [0.1, 0.0, 0.0], [0.0, -0.1, -0.1], [0.0, 0.0, 0.0], [0.0, 0.1, 0.1], [-0.1, -0.2, -0.1], [0.0, 0.0, 0.0], [0.1, 0.1, 0.0], [-0.1, 0.0, 0.0], [0.1, 0.1, 0.0], [0.0, 0.0, 0.1], [0.0, 0.0, 0.0], [0.0, 0.0, 0.0], [0.0, 0.0, 0.0], [0.0, 0.0, 0.0], [-0.1, 0.0, 0.0], [0.0, 0.0, -0.1], [0.0, 0.0, 0.0], [0.0, 0.0, 0.0], [0.0, 0.0, 0.0], [0.0, 0.0, 0.0], [0.0, 0.0, 0.0], [0.0, 0.0, 0.0], [0.0, 0.0, 0.0], [0.0, 0.0, 0.1], [0.1, 0.2, 0.0], [0.0, -0.1, 0.1], [0.1, 0.1, 0.1], [-0.1, 0.0, -0.2], [0.0, -0.1, 0.1], [0.3, 0.1, 0.0], [0.0, 0.0, -0.1], [0.1, 0.0, 0.0], [0.0, -0.1, 0.0], [0.0, 0.0, 0.0], [0.0, 0.0, 0.0], [0.0, 0.0, 0.1], [-0.1, 0.0, 0.0], [0.0, 0.0, 0.0], [0.0, 0.0, 0.0], [0.0, 0.1, 0.1], [0.0, 0.0, 0.0], [0.0, 0.0, 0.1], [0.0, 0.0, 0.0], [-0.1, 0.1, 0.0], [-0.1, -0.1, 0.0], [0.0, 0.0, 0.0], [0.0, 0.0, -0.1], [0.0, 0.0, 0.0], [0.1, 0.0, 0.0], [-0.1, 0.0, 0.0], [-0.1, 0.0, 0.0], [0.1, 0.0, 0.0], [0.0, 0.0, 0.0], [0.1, 0.0, 0.1], [-0.1, -0.1, -0.1], [0.1, 0.0, 0.1], [0.0, 0.0, -0.1], [0.0, 0.0, 0.0], [0.0, 0.0, 0.0], [0.0, 0.0, 0.0], [0.0, -0.2, 0.0], [0.0, 0.0, 0.0], [0.0, 0.0, 0.0], [0.0, 0.1, 0.0], [0.0, 0.0, 0.0], [0.0, 0.0, 0.0], [0.0, -0.1, 0.0], [0.0, 0.0, 0.0], [0.0, 0.0, 0.0], [0.0, 0.0, 0.0], [0.0, 0.0, 0.0], [0.1, 0.0, 0.0], [0.0, 0.0, 0.0], [0.0, 0.0, 0.0], [0.0, 0.0, 0.0], [0.0, 0.0, 0.0], [0.0, -0.1, 0.0], [0.0, 0.0, 0.0], [0.0, 0.0, 0.0], [0.0, 0.0, 0.0], [0.0, 0.0, 0.0], [0.0, 0.0, -0.1], [0.0, 0.0, 0.0], [0.0, 0.0, 0.0], [0.0, 0.0, 0.0], [-0.1, 0.0, 0.0], [0.0, 0.0, -0.1], [0.0, 0.0, 0.0], [0.0, 0.0, 0.0], [0.0, 0.0, 0.0], [0.0, 0.0, 0.0], [0.0, 0.0, 0.0], [0.0, 0.0, 0.0], [0.0, 0.0, 0.0], [0.0, 0.0, 0.0], [0.0, 0.0, 0.0]], "lumo_ev": -0.173, "spin_multiplicity": 1, "orbital_gap_ha": 0.2286}

***

2.
{"formula": "C52H43AsBiN13O2", "method": "the ωB97M-V functional and the def2-TZVPD basis", "symbols": ["Bi", "C", "C", "C", "C", "C", "N", "C", "C", "C", "C", "C", "C", "C", "C", "N", "C", "N", "C", "N", "C", "N", "C", "N", "C", "N", "C", "C", "C", "C", "C", "C", "C", "C", "C", "C", "C", "C", "C", "C", "N", "H", "H", "H", "H", "H", "H", "H", "H", "H", "H", "H", "H", "H", "H", "H", "H", "N", "C", "N", "C", "N", "C", "C", "N", "C", "C", "N", "H", "H", "H", "H", "H", "C", "C", "O", "C", "C", "C", "C", "C", "C", "O", "H", "H", "H", "H", "H", "H", "H", "C", "C", "As", "C", "C", "C", "C", "H", "H", "H", "H", "H", "H", "H", "H", "H", "H", "H", "H", "H", "H", "H"], "coordinates": [[0.269, 0.102, -0.812], [-6.462, -0.450, -2.168], [-6.421, -1.563, -1.321], [-5.217, -2.058, -0.847], [-4.057, -1.399, -1.237], [-2.657, -1.583, -0.925], [-2.079, -2.521, -0.226], [0.118, -2.524, 1.144], [0.951, -3.669, 1.698], [0.594, -4.769, 2.457], [1.609, -5.650, 2.821], [2.925, -5.449, 2.412], [3.266, -4.360, 1.621], [2.260, -3.472, 1.286], [2.311, -2.204, 0.531], [3.421, -1.737, 0.015], [3.468, -0.662, -0.799], [2.461, -0.046, -1.478], [3.015, 0.959, -2.285], [2.392, 1.797, -3.088], [1.102, 1.870, -3.353], [0.072, 1.039, -2.902], [-1.123, 1.554, -3.337], [-2.381, 1.139, -3.099], [-2.709, 0.166, -2.285], [-1.892, -0.605, -1.521], [-4.093, -0.292, -2.094], [-5.301, 0.191, -2.573], [-0.865, 2.731, -4.125], [-1.729, 3.652, -4.724], [-1.171, 4.749, -5.342], [0.227, 4.928, -5.383], [1.083, 4.026, -4.791], [0.522, 2.923, -4.143], [4.436, 0.971, -2.075], [5.460, 1.772, -2.589], [6.744, 1.537, -2.149], [7.029, 0.521, -1.214], [6.025, -0.280, -0.713], [4.722, -0.046, -1.157], [1.098, -1.645, 0.533], [-7.422, -0.084, -2.511], [-7.347, -2.041, -1.029], [-5.175, -2.918, -0.190], [-0.437, -4.921, 2.750], [1.369, -6.512, 3.433], [3.689, -6.154, 2.714], [4.277, -4.198, 1.267], [-5.324, 1.049, -3.233], [-2.801, 3.503, -4.687], [-1.812, 5.491, -5.802], [0.630, 5.799, -5.885], [2.157, 4.158, -4.813], [5.237, 2.554, -3.303], [7.558, 2.141, -2.529], [8.050, 0.373, -0.886], [6.222, -1.069, 0.002], [-2.156, -3.182, 3.104], [-1.729, -2.008, 2.920], [-0.629, -1.709, 2.137], [-0.779, -3.046, -0.025], [-2.014, -3.798, 0.171], [-0.042, -3.215, -1.338], [0.126, -4.454, -1.931], [0.652, -4.592, -3.145], [1.014, -3.481, -3.775], [0.887, -2.230, -3.187], [0.360, -2.109, -1.976], [-3.015, -3.187, 3.643], [-2.139, -1.089, 3.346], [-0.188, -5.353, -1.412], [1.412, -3.587, -4.777], [1.198, -1.315, -3.678], [3.335, 2.029, 1.858], [2.003, 1.449, 2.267], [0.979, 1.830, 1.735], [2.005, 0.409, 3.340], [3.022, 0.413, 4.296], [3.098, -0.557, 5.276], [2.158, -1.576, 5.294], [1.132, -1.602, 4.364], [1.032, -0.594, 3.410], [-0.016, -0.510, 2.501], [3.247, 2.439, 0.857], [4.128, 1.284, 1.889], [3.594, 2.846, 2.537], [3.755, 1.208, 4.277], [3.896, -0.533, 6.007], [2.210, -2.352, 6.046], [0.412, -2.403, 4.388], [-2.010, 2.157, 4.029], [-1.804, 2.903, 2.712], [-2.144, 1.771, 1.133], [-4.106, 2.027, 1.044], [-4.878, 0.877, 1.691], [-1.681, 3.106, -0.253], [-2.045, 4.562, 0.028], [-1.833, 2.813, 4.884], [-1.322, 1.312, 4.110], [-3.028, 1.770, 4.112], [-0.771, 3.250, 2.635], [-2.456, 3.775, 2.661], [-4.367, 2.092, -0.016], [-4.375, 2.977, 1.507], [-4.615, -0.077, 1.230], [-5.955, 1.015, 1.579], [-4.661, 0.802, 2.759], [-2.185, 2.778, -1.164], [-0.603, 3.035, -0.437], [-3.109, 4.673, 0.243], [-1.815, 5.176, -0.845], [-1.482, 4.963, 0.871]], "atomic_forces_ev_per_a": [[-0.1, -0.1, 0.3], [0.0, 0.0, 0.0], [0.0, 0.0, 0.0], [0.1, 0.0, 0.0], [0.0, 0.0, -0.1], [0.1, -0.2, 0.2], [0.2, 0.2, -0.2], [0.0, 0.0, 0.0], [0.0, 0.0, 0.0], [-0.1, 0.0, -0.1], [-0.1, 0.0, 0.0], [0.0, 0.0, 0.0], [0.0, 0.0, 0.0], [0.0, 0.0, 0.1], [0.0, 0.2, 0.0], [0.0, -0.1, 0.0], [-0.1, -0.1, -0.1], [0.1, 0.0, 0.1], [-0.1, 0.1, -0.1], [0.0, -0.1, 0.1], [0.1, 0.0, 0.0], [-0.3, 0.0, 0.0], [0.1, -0.1, 0.0], [-0.1, 0.0, 0.1], [0.1, 0.0, -0.1], [-0.1, 0.2, -0.1], [0.0, 0.0, 0.1], [0.0, 0.0, 0.0], [0.1, 0.0, 0.1], [0.0, 0.0, -0.1], [-0.1, 0.0, 0.0], [0.1, 0.0, 0.0], [0.0, 0.0, -0.1], [-0.1, -0.1, 0.1], [0.0, -0.1, 0.1], [0.0, 0.0, 0.0], [0.0, 0.0, 0.0], [0.0, 0.0, 0.0], [0.0, -0.1, 0.0], [-0.1, 0.1, 0.0], [0.1, 0.0, 0.2], [0.0, 0.0, 0.0], [0.0, 0.0, 0.0], [0.0, 0.0, 0.0], [0.0, 0.0, 0.0], [0.0, 0.0, 0.0], [0.0, 0.0, 0.0], [0.0, 0.0, 0.1], [0.0, 0.0, 0.0], [0.0, 0.0, 0.0], [0.0, 0.0, 0.0], [0.0, 0.0, 0.0], [0.0, 0.0, 0.0], [0.0, 0.0, 0.0], [0.0, 0.0, 0.0], [0.0, 0.0, 0.0], [0.0, 0.0, 0.0], [0.1, -0.2, -0.1], [0.1, 0.0, 0.1], [0.1, -0.2, -0.1], [-0.1, 0.4, 0.1], [-0.1, -0.1, 0.1], [0.0, 0.0, 0.1], [0.0, -0.1, -0.1], [0.0, 0.0, 0.0], [0.0, -0.1, 0.0], [0.0, 0.0, 0.1], [0.2, 0.0, -0.2], [0.0, 0.1, 0.0], [0.0, 0.0, 0.0], [0.0, 0.0, 0.0], [0.1, 0.0, 0.0], [0.0, 0.0, 0.0], [0.0, -0.1, 0.0], [0.1, 0.0, 0.1], [0.1, -0.1, -0.2], [-0.1, 0.1, -0.1], [0.0, 0.0, 0.0], [0.1, 0.0, 0.0], [0.0, 0.0, 0.0], [-0.1, 0.1, -0.1], [-0.2, -0.3, -0.1], [0.1, 0.1, 0.0], [0.0, 0.0, -0.1], [0.0, 0.0, 0.0], [0.0, 0.0, 0.0], [0.0, 0.0, -0.1], [0.0, 0.0, 0.0], [0.0, 0.0, 0.0], [-0.1, -0.1, -0.1], [0.0, 0.0, -0.1], [0.1, -0.2, 0.2], [-0.3, 0.4, 0.1], [-0.1, -0.2, 0.0], [0.1, 0.1, 0.0], [0.1, 0.1, -0.1], [0.0, -0.1, 0.0], [0.0, 0.0, 0.0], [0.0, 0.0, 0.0], [0.0, 0.0, 0.0], [-0.1, 0.0, 0.0], [0.0, 0.0, 0.0], [0.0, 0.0, 0.0], [0.0, 0.0, 0.0], [0.0, 0.0, 0.0], [0.0, 0.0, 0.0], [0.0, 0.0, 0.0], [0.0, -0.1, 0.0], [0.0, 0.0, 0.0], [0.0, 0.0, 0.0], [0.0, 0.0, 0.0], [0.0, 0.0, 0.0]], "lumo_ev": [-0.996, -0.906], "e_above_lowest_kcal_mol": 19.0, "spin_multiplicity": 1, "orbital_gap_ha": [0.1807, 0.1831]}